An isolated molecule of C4H6O2. Source: the Open Molecules 2025 dataset; level of theory: ωB97M-V with the def2-TZVPD basis set.

The highest occupied orbital energy is -8.7 eV. The calculation puts the gap between HOMO and LUMO at 9.4670 eV. For the energy above the lowest of the compared OMol25 structures with the same formula, charge and spin, the calculation gives 110.7 kcal per mole. Its strongest force on any atom is 2.3 eV/A. As for the LUMO energy: 0.77 eV. The value obtained for the total energy is -8335.6595 eV.

Last column: Löwdin charge in e.
Element x y z (Å)
O 1.968 -0.200 0.919  0.049
C 1.170 -0.982 0.209  -0.082
C 0.095 -0.321 -0.533  -0.280
C -1.239 -0.425 0.248  -0.142
O -1.332 0.998 0.339  -0.102
C -0.134 1.182 -0.433  -0.146
H 2.334 -1.099 1.126  0.088
H 0.074 -0.782 -1.523  0.138
H -2.065 -0.868 -0.319  0.121
H -1.181 -0.902 1.235  0.121
H 0.637 1.726 0.124  0.115
H -0.327 1.672 -1.391  0.120